No. 1
A 2-piece molecular cluster, C3H8NOS overall in a non-equilibrium geometry. Source: OMol25; level of theory: ωB97M-V with the def2-TZVPD basis set.

Structure (XYZ):
```
14
Properties=species:S:1:pos:R:3
C -0.45965 0.54061 -0.43284
C 1.07804 -1.36315 -0.11781
C 0.73482 0.02782 0.19554
N 1.22922 0.64131 1.24891
O -0.51134 1.83552 -0.67797
S -2.93905 0.05947 0.26205
H -0.82802 -0.13353 -1.26681
H 1.32569 -1.45343 -1.18892
H 1.76660 -1.80698 0.54703
H 0.18819 -1.90290 0.24591
H 0.88041 1.62409 1.50664
H 1.94742 0.27891 1.79769
H -1.37241 2.01673 -1.14255
H -3.03993 -0.36448 -0.97686
```

Output
- Calculated total energy: -646.92695 hartree
- Gap between HOMO and LUMO (alpha / beta): 6.57 / 6.57 eV
- ΔE to the lowest compared entry with this formula, charge and spin: 61.2 kcal/mol
- Charge: +1



No. 2
A 2-piece molecular cluster, C3H8NS overall in a non-equilibrium geometry. Source: OMol25; level of theory: ωB97M-V with the def2-TZVPD basis set.

Structure (XYZ):
```
13
Properties=species:S:1:pos:R:3
C 1.99162 0.73551 0.85179
S 1.75316 -0.37902 -0.49860
H 2.49481 0.34851 1.78648
H 2.72210 1.54840 0.67252
H 1.10199 1.25276 1.30058
C -1.82820 1.03683 -0.09998
C -1.80936 -1.21273 -0.21247
N -2.29071 -0.22134 0.37250
H -1.12379 0.99041 -0.89168
H -1.46772 1.65615 0.76877
H -2.64627 1.63682 -0.43616
H -1.86897 -2.28836 0.09891
H -1.35209 -0.88850 -1.16526
```

Output
- Calculated total energy: -572.00974 hartree
- Gap between HOMO and LUMO: 6.31 eV
- ΔE to the lowest compared entry with this formula, charge and spin: 43.0 kcal/mol
- Charge: -1